Density functional theory data (the ωB97M-V functional and the def2-TZVPD basis) for a molecular structure, C41H33ClFeIN2OP2.

Each line ends with the Löwdin spin population.
Element x y z (Å)
1 Fe 0.444 -0.519 -1.591  3.60
2 C -1.759 1.323 0.522  0.01
3 N -1.804 0.140 1.384  0.00
4 C -0.777 -0.878 1.434  0.01
5 P -0.650 -1.983 -0.056  0.05
6 C 0.326 -3.379 0.546  0.01
7 C -0.166 -4.180 1.578  0.00
8 C 0.581 -5.251 2.038  0.00
9 C 1.818 -5.530 1.467  0.00
10 C 2.307 -4.745 0.434  0.00
11 C 1.561 -3.668 -0.028  0.00
12 C -2.305 -2.636 -0.372  0.01
13 C -2.486 -3.332 -1.569  0.00
14 C -3.711 -3.909 -1.863  0.00
15 C -4.766 -3.786 -0.967  0.00
16 C -4.592 -3.094 0.221  0.00
17 C -3.365 -2.517 0.524  0.00
18 C -2.536 0.351 2.592  0.00
19 C -3.854 0.795 2.503  0.00
20 C -4.594 1.020 3.653  0.00
21 C -4.037 0.792 4.904  0.00
22 C -2.727 0.348 4.995  0.00
23 C -1.973 0.137 3.847  0.00
24 P -0.357 1.499 -0.655  0.04
25 C 0.965 2.260 0.318  0.00
26 C 2.070 2.790 -0.348  0.00
27 C 3.161 3.244 0.376  0.00
28 C 3.158 3.170 1.765  0.00
29 C 2.059 2.649 2.431  0.00
30 C 0.963 2.190 1.708  0.00
31 C -0.944 2.754 -1.805  0.01
32 C -1.243 2.383 -3.115  0.00
33 C -1.720 3.329 -4.011  0.00
34 C -1.888 4.644 -3.602  0.00
35 C -1.578 5.020 -2.300  0.00
36 C -1.103 4.079 -1.401  0.00
37 H -1.766 2.230 1.134  0.00
38 H -2.643 1.374 -0.121  0.00
39 H -1.023 -1.547 2.259  0.00
40 H 0.242 -0.511 1.632  0.00
41 H -1.142 -3.984 2.008  0.00
42 H 0.197 -5.874 2.834  0.00
43 H 2.397 -6.371 1.825  0.00
44 H 3.263 -4.971 -0.017  0.00
45 H 1.941 -3.060 -0.841  0.00
46 H -1.667 -3.432 -2.273  0.00
47 H -3.843 -4.450 -2.790  0.00
48 H -5.724 -4.232 -1.198  0.00
49 H -5.412 -3.002 0.921  0.00
50 H -3.249 -1.981 1.455  0.00
51 H -4.300 0.950 1.528  0.00
52 H -5.618 1.362 3.570  0.00
53 H -4.619 0.961 5.800  0.00
54 H -2.280 0.174 5.965  0.00
55 H -0.945 -0.190 3.939  0.00
56 H 2.081 2.847 -1.432  0.00
57 H 4.016 3.658 -0.144  0.00
58 H 4.010 3.529 2.327  0.00
59 H 2.048 2.607 3.512  0.00
60 H 0.102 1.801 2.241  0.00
61 H -1.079 1.366 -3.449  0.00
62 H -1.944 3.042 -5.029  0.00
63 H -2.252 5.384 -4.302  0.00
64 H -1.703 6.048 -1.987  0.00
65 H -0.849 4.377 -0.391  0.00
66 Cl 6.881 1.503 -2.891  0.00
67 C 5.209 1.041 -2.987  0.01
68 C 4.515 1.247 -4.139  0.00
69 C 3.152 0.880 -4.248  0.01
70 I 2.137 1.251 -6.017  0.00
71 C 2.489 0.293 -3.202  0.01
72 O 1.219 -0.091 -3.240  0.14
73 C 3.219 0.109 -1.989  0.00
74 N 2.503 -0.402 -0.940  0.04
75 C 3.100 -0.588 0.213  0.01
76 C 4.456 -0.286 0.422  0.00
77 C 5.184 0.239 -0.607  0.00
78 C 4.572 0.463 -1.860  0.00
79 H 5.013 1.697 -4.986  0.00
80 H 2.501 -0.993 1.021  0.00
81 H 4.900 -0.466 1.391  0.00
82 H 6.228 0.490 -0.476  0.00

F_max (eV/Å): 0.6
Net charge: +1
Highest occupied orbital energy (spin up / spin down) (Eh): -0.3738 / -0.3798
Frontier orbital gap (spin up / spin down) (eV): 7.5 / 7.4
Multiplicity: 5
Lowest unoccupied orbital energy (spin up / spin down) (eV): -2.64 / -2.96


Density functional theory data (the ωB97M-V functional and the def2-TZVPD basis) for C3H5NO in the gas phase.

Each line ends with the Löwdin charge.
Element x y z (Å)
1 C -1.681 0.512 0.100  0.05
2 C -0.616 0.155 -0.612  -0.07
3 C 0.574 -0.291 0.219  -0.39
4 N 1.751 -0.434 -0.465  0.03
5 O 1.635 0.607 0.470  -0.05
6 H -2.665 0.760 -0.304  0.07
7 H -1.550 0.350 1.060  0.00
8 H -0.346 0.208 -1.598  0.07
9 H 0.397 -0.948 1.165  0.18
10 H 2.502 -0.919 -0.036  0.10

F_max (eV/Å): 5.2
SMILES: C=C[C@H]1NO1
Highest occupied orbital energy (Eh): -0.3502
Frontier orbital gap (eV): 10.6
Multiplicity: 1
Lowest unoccupied orbital energy (eV): 1.10


Density functional theory data (the ωB97M-V functional and the def2-TZVPD basis) for CH4N2O in the gas phase.

Each line ends with the Löwdin charge.
Element x y z (Å)
1 N 0.291 -1.077 0.040  0.17
2 C -0.389 0.012 -0.044  -0.47
3 N 0.266 1.154 -0.133  0.13
4 O -2.021 0.070 -0.029  -0.31
5 H 1.241 -1.151 -0.145  0.10
6 H -0.252 -1.901 0.003  0.11
7 H 1.240 0.972 0.214  0.14
8 H -0.375 1.920 0.095  0.13

F_max (eV/Å): 9.3
SMILES: NC(N)=O
Highest occupied orbital energy (Eh): -0.3199
Frontier orbital gap (eV): 9.1
Multiplicity: 1
Lowest unoccupied orbital energy (eV): 0.42


Density functional theory data (the ωB97M-V functional and the def2-TZVPD basis) for 10 unconnected molecules or ions with the total composition H20O10.

Each line ends with the Löwdin charge.
Element x y z (Å)
1 O -0.018 -0.862 -1.264  -0.07
2 H -0.043 -0.044 -0.755  0.06
3 H 0.187 -0.574 -2.161  0.05
4 O 2.251 -1.767 0.309  -0.05
5 H 2.636 -0.939 0.618  0.05
6 H 1.949 -1.565 -0.584  -0.01
7 O 2.828 3.305 -1.115  -0.06
8 H 2.302 3.788 -1.762  0.04
9 H 2.181 2.989 -0.474  0.01
10 O -3.638 0.962 0.356  -0.06
11 H -2.834 1.364 0.702  0.04
12 H -3.891 1.535 -0.377  0.00
13 O 0.910 2.946 2.454  -0.04
14 H 1.417 2.943 1.635  0.01
15 H 0.284 2.220 2.346  0.03
16 O 0.393 -3.192 -2.091  -0.05
17 H -0.223 -2.886 -1.416  0.01
18 H 0.604 -2.398 -2.594  0.02
19 O -4.913 0.984 -1.808  -0.05
20 H -4.298 0.334 -1.451  0.03
21 H -4.358 1.746 -2.009  0.04
22 O 2.319 0.838 -2.053  -0.05
23 H 2.589 0.141 -1.445  0.02
24 H 2.885 0.711 -2.823  0.06
25 O -0.276 -0.903 4.182  -0.06
26 H -0.755 -0.198 4.633  0.03
27 H -0.801 -1.075 3.392  0.01
28 O 0.128 -2.547 1.316  -0.06
29 H 0.168 -2.842 0.399  0.00
30 H 0.141 -3.364 1.826  0.05

F_max (eV/Å): 1.3
SMILES: O.O.O.O.O.O.O.O.O.O
Highest occupied orbital energy (Eh): -0.3899
Frontier orbital gap (eV): 10.0
Multiplicity: 1
Lowest unoccupied orbital energy (eV): -0.64


Density functional theory data (the ωB97M-V functional and the def2-TZVPD basis) for 5 unconnected molecules or ions with the total composition C18H40IN8O5.

Each line ends with the Löwdin charge.
Element x y z (Å)
1 C 5.111 -0.498 1.113  0.03
2 N 5.356 0.790 1.751  -0.01
3 N 6.545 1.423 1.508  0.14
4 C 6.543 2.539 2.214  -0.08
5 N 5.436 2.687 2.905  0.18
6 C 4.693 1.607 2.605  -0.26
7 N 3.476 1.399 3.107  -0.08
8 O 3.025 2.378 3.971  0.06
9 C 2.583 0.269 2.829  -0.17
10 C 1.180 0.500 3.365  -0.29
11 C 0.213 -0.547 2.811  -0.63
12 I -0.101 -0.337 0.711  0.82
13 H 4.059 -0.661 0.928  0.08
14 H 5.539 -1.304 1.706  0.11
15 H 5.610 -0.481 0.145  0.10
16 H 7.266 1.074 0.881  0.13
17 H 7.366 3.235 2.206  0.15
18 H 3.484 2.244 4.815  0.14
19 H 3.011 -0.642 3.253  0.14
20 H 2.483 0.186 1.747  0.04
21 H 0.833 1.498 3.105  0.11
22 H 1.149 0.415 4.452  0.12
23 H -0.754 -0.415 3.283  0.04
24 H 0.599 -1.544 3.002  0.05
25 C -3.949 -2.744 -0.090  -0.38
26 O -4.389 -3.668 0.574  0.00
27 N -4.014 -2.656 -1.425  -0.19
28 C -3.478 -1.524 -2.169  -0.05
29 C -4.651 -3.739 -2.156  -0.04
30 H -3.450 -1.877 0.380  0.11
31 H -4.270 -1.039 -2.729  0.06
32 H -2.710 -1.870 -2.862  0.10
33 H -3.037 -0.798 -1.488  0.07
34 H -5.686 -3.856 -1.834  0.09
35 H -4.133 -4.680 -1.967  0.09
36 H -4.624 -3.516 -3.219  0.09
37 C -6.828 0.924 2.586  -0.36
38 O -6.580 2.098 2.784  0.01
39 N -5.951 -0.080 2.773  -0.20
40 C -6.277 -1.471 2.510  -0.04
41 C -4.624 0.251 3.254  -0.05
42 H -7.811 0.578 2.222  0.13
43 H -6.165 -2.057 3.423  0.09
44 H -5.605 -1.871 1.753  0.06
45 H -7.302 -1.560 2.157  0.09
46 H -4.688 0.752 4.221  0.09
47 H -4.133 0.930 2.553  0.09
48 H -4.036 -0.659 3.356  0.08
49 C -5.059 1.691 -3.466  -0.35
50 O -4.167 0.965 -3.875  -0.01
51 N -6.077 2.142 -4.215  -0.20
52 C -7.111 3.002 -3.673  -0.05
53 C -6.136 1.752 -5.615  -0.04
54 H -5.100 2.041 -2.421  0.14
55 H -8.089 2.527 -3.767  0.09
56 H -7.132 3.955 -4.206  0.09
57 H -6.916 3.195 -2.620  0.08
58 H -6.192 0.667 -5.703  0.09
59 H -5.241 2.087 -6.138  0.09
60 H -7.013 2.199 -6.073  0.09
61 C 8.546 0.757 -1.959  -0.33
62 O 8.219 1.517 -1.054  -0.02
63 N 8.942 -0.512 -1.800  -0.19
64 C 9.324 -1.344 -2.931  -0.04
65 C 9.007 -1.075 -0.464  -0.03
66 H 8.552 1.086 -3.007  0.14
67 H 8.681 -2.223 -2.989  0.09
68 H 10.359 -1.669 -2.828  0.10
69 H 9.226 -0.777 -3.853  0.09
70 H 8.020 -1.061 0.005  0.06
71 H 9.692 -0.500 0.160  0.10
72 H 9.352 -2.103 -0.522  0.09

F_max (eV/Å): 0.7
Net charge: +1
Highest occupied orbital energy (Eh): -0.3824
Frontier orbital gap (eV): 7.9
Multiplicity: 1
Lowest unoccupied orbital energy (eV): -2.46


Density functional theory data (the ωB97M-V functional and the def2-TZVPD basis) for 2 unconnected molecules or ions with the total composition C6H12O.

Each line ends with the Löwdin charge.
Element x y z (Å)
1 C -0.893 1.694 -1.291  0.01
2 C -0.239 1.785 -0.061  -0.36
3 C -0.740 2.722 1.025  -0.08
4 C 0.445 0.509 0.325  -0.10
5 C 1.377 -0.249 -0.423  -0.15
6 C 2.541 -1.069 0.037  -0.12
7 H -1.601 2.645 -1.716  0.12
8 H -0.461 0.888 -1.976  0.06
9 H -0.715 3.761 0.773  0.07
10 H -0.171 2.664 1.970  0.08
11 H -1.676 2.319 1.295  0.06
12 H 0.219 0.050 1.345  0.12
13 H 1.395 0.142 -1.427  0.07
14 H 2.393 -2.103 0.191  0.04
15 H 3.407 -0.949 -0.649  0.08
16 H 2.853 -0.662 1.027  0.08
17 O -3.085 -4.466 -0.135  -0.09
18 H -2.192 -4.448 0.347  0.07
19 H -2.857 -5.233 -0.657  0.01

F_max (eV/Å): 4.5
SMILES: C=C(C)/C=C/C.O
Highest occupied orbital energy (Eh): -0.3001
Frontier orbital gap (eV): 8.8
Multiplicity: 1
Lowest unoccupied orbital energy (eV): 0.64